# 1
30
Properties=species:S:1:pos:R:3:forces:R:3:lowdin_charge:R:1 method="wB97M-V/def2-TZVPD" de_lowest_kj_mol=140.2 fmax_ev_per_a=3.7 homo_lumo_gap_ev=9.375 smiles="CCN(C)C(C)=O.Cc1c[nH]cn1" lumo_ha=0.0299 energy_ev=-16125.1007
C 0.865 3.607 0.039 -0.828 0.427 1.107 -0.080
C 0.226 2.204 0.133 3.183 -0.576 1.819 -0.178
N 1.346 1.175 -0.043 0.287 0.726 -0.745 -0.156
C 2.287 1.027 1.121 -1.171 0.919 -1.956 -0.030
C 1.973 1.204 -1.334 -2.183 -1.283 1.693 -0.510
C 0.975 0.546 -2.308 2.330 0.002 -1.121 -0.001
O 3.133 1.465 -1.491 0.371 -0.020 -0.730 0.073
H 1.218 4.049 0.994 0.527 -1.073 -0.195 0.076
H 0.121 4.394 -0.120 -0.021 -0.212 -1.163 0.068
H 1.676 3.495 -0.669 0.002 0.944 -0.257 0.067
H 0.071 1.966 1.199 -1.538 0.381 -0.646 0.103
H -0.562 2.084 -0.587 -0.467 -0.413 0.066 0.098
H 1.906 1.674 1.898 0.347 -0.010 0.509 0.071
H 2.209 -0.015 1.362 0.385 -0.463 0.603 0.073
H 3.274 1.323 0.767 0.069 -0.084 0.493 0.080
H 0.038 0.300 -1.840 -0.289 0.160 -0.131 0.051
H 0.987 1.020 -3.291 -0.628 0.420 0.182 0.076
H 1.506 -0.390 -2.582 -0.390 0.111 0.518 0.095
C -1.279 -1.917 2.189 0.988 1.490 0.554 -0.051
C -1.684 -2.503 0.878 -1.442 0.558 1.115 -0.387
C -2.756 -3.313 0.599 -0.069 -0.019 0.012 -0.068
N -2.838 -3.401 -0.783 1.578 0.787 0.679 0.055
C -1.773 -2.636 -1.254 -0.858 -0.411 0.996 -0.174
N -1.145 -2.054 -0.257 1.017 -0.130 -1.994 0.083
H -1.959 -1.177 2.636 -0.828 -0.914 -0.027 0.074
H -0.462 -1.159 2.108 0.111 -1.148 -0.644 0.071
H -0.960 -2.659 2.915 -0.185 0.009 0.179 0.068
H -3.472 -3.726 1.292 -0.026 -0.188 -0.309 0.112
H -3.465 -3.988 -1.296 -0.036 -0.062 -0.204 0.135
H -1.456 -2.593 -2.274 -0.238 0.073 -0.404 0.106



# 2
96
Properties=species:S:1:pos:R:3:forces:R:3:lowdin_charge:R:1 method="wB97M-V/def2-TZVPD" de_lowest_kj_mol=74.4 fmax_ev_per_a=1.9 homo_lumo_gap_ev=7.433 lumo_ha=0.0793 total_charge=-1 energy_ev=-148237.8952
Mg -0.531 -0.097 1.183 -1.103 0.400 0.031 0.469
O 0.307 0.287 8.023 -0.111 0.058 0.038 -0.042
C -0.219 -0.669 7.431 0.328 -0.105 -0.379 -0.687
O -0.625 -1.773 7.833 -0.067 0.071 0.078 -0.047
C -0.379 -0.463 5.884 -0.184 -0.047 0.332 -0.061
C -0.098 0.754 5.283 -0.057 0.059 -0.062 0.073
C -0.369 0.912 3.931 0.003 -0.154 0.194 -0.192
N -0.853 -0.085 3.194 0.048 -0.170 0.734 0.088
C -1.114 -1.267 3.757 -0.021 0.290 0.457 -0.186
C -0.897 -1.491 5.106 0.018 -0.039 -0.241 0.067
C -1.824 -2.200 2.858 -0.353 -0.220 -0.084 -0.199
C -2.037 -3.543 3.156 0.064 0.062 0.021 0.009
C -2.870 -4.279 2.333 0.001 0.061 -0.052 -0.059
C -3.481 -3.652 1.255 0.002 -0.056 0.067 -0.071
C -3.166 -2.327 1.002 -0.071 -0.024 -0.113 -0.133
N -2.340 -1.624 1.764 -0.018 -0.129 0.214 0.081
C -0.138 2.150 3.156 0.141 0.338 -0.122 -0.209
C 0.081 3.390 3.743 -0.012 -0.070 0.083 0.009
C 0.378 4.469 2.929 -0.027 -0.060 -0.120 -0.054
C 0.428 4.285 1.556 -0.003 0.027 0.079 -0.048
C 0.140 3.027 1.052 -0.023 0.125 -0.129 -0.110
N -0.138 1.992 1.827 0.081 0.074 0.239 0.052
H 0.335 1.536 5.892 -0.071 0.005 0.022 0.121
H -1.136 -2.425 5.595 -0.028 0.027 0.041 0.118
H -1.561 -3.990 4.017 -0.005 0.007 0.004 0.118
H -3.046 -5.328 2.534 -0.027 0.007 0.012 0.107
H -4.170 -4.187 0.616 0.006 0.034 -0.027 0.102
H -3.596 -1.800 0.156 0.091 -0.015 -0.033 0.117
H 0.018 3.501 4.816 0.050 -0.025 -0.004 0.115
H 0.568 5.444 3.360 0.005 -0.005 0.022 0.105
H 0.674 5.100 0.888 -0.031 -0.015 -0.023 0.101
H 0.122 2.840 -0.017 0.007 -0.054 0.022 0.121
C -3.612 4.281 -4.518 -0.063 -0.065 -0.026 -0.049
C -3.929 2.780 -4.625 -0.003 0.022 -0.009 -0.562
C -3.585 2.322 -6.045 -0.003 0.008 0.074 -0.072
C -5.430 2.541 -4.410 0.088 -0.003 -0.005 -0.058
C -3.113 2.044 -3.563 0.031 -0.020 -0.136 -0.193
C -3.446 2.147 -2.217 -0.008 -0.054 0.089 -0.100
C -2.650 1.538 -1.277 0.036 -0.052 0.246 -0.529
Br -3.171 1.618 0.566 -0.225 0.098 -0.209 0.832
C -1.455 0.819 -1.545 -0.122 0.165 -0.012 -0.380
O -0.769 0.329 -0.563 -0.263 0.431 -1.863 -0.211
C -1.127 0.720 -2.929 0.092 -0.030 0.130 -0.079
C -1.972 1.312 -3.866 -0.060 0.051 0.022 -0.004
C 0.069 -0.067 -3.500 0.000 -0.049 -0.032 -0.528
C 1.148 -0.428 -2.478 -0.059 0.018 0.003 -0.054
C -0.477 -1.373 -4.101 0.051 0.052 0.051 -0.041
C 0.771 0.743 -4.604 -0.023 -0.031 -0.010 -0.062
H -4.151 4.854 -5.278 -0.023 -0.005 0.022 0.079
H -2.542 4.440 -4.658 -0.001 0.044 0.007 0.087
H -3.884 4.665 -3.533 -0.001 0.016 -0.004 0.081
H -4.215 2.855 -6.761 -0.005 -0.003 -0.008 0.080
H -3.761 1.251 -6.169 0.034 0.000 -0.014 0.089
H -2.545 2.537 -6.297 -0.004 -0.019 -0.021 0.078
H -6.014 3.027 -5.196 0.005 0.021 0.009 0.079
H -5.768 2.932 -3.451 -0.024 0.004 0.006 0.071
H -5.640 1.470 -4.432 -0.053 0.007 -0.003 0.090
H -4.322 2.688 -1.884 -0.004 0.024 -0.020 0.095
H -1.714 1.185 -4.908 -0.009 0.031 0.032 0.085
H 0.739 -1.031 -1.679 0.021 -0.073 0.153 0.051
H 1.589 0.466 -2.034 -0.002 -0.007 0.055 0.090
H 1.938 -0.995 -2.980 0.003 0.056 -0.026 0.085
H -0.958 -1.967 -3.321 0.013 -0.030 -0.015 0.084
H 0.333 -1.964 -4.539 -0.002 -0.003 0.015 0.081
H -1.215 -1.168 -4.879 -0.013 -0.009 -0.005 0.077
H 1.075 1.720 -4.222 0.002 0.010 -0.023 0.090
H 0.146 0.896 -5.485 0.032 0.017 0.007 0.066
H 1.669 0.210 -4.929 -0.006 -0.006 -0.006 0.079
C 8.139 -0.324 0.801 -0.078 0.026 0.056 -0.059
C 6.677 -0.494 1.116 0.024 -0.034 0.017 -0.279
C 5.700 0.069 0.297 -0.020 -0.015 0.006 -0.039
C 4.357 -0.027 0.622 -0.108 -0.030 -0.085 -0.046
C 3.981 -0.702 1.772 -0.139 -0.106 0.108 -0.279
C 4.935 -1.278 2.594 -0.106 -0.122 0.065 -0.053
C 6.277 -1.179 2.260 0.001 0.047 -0.074 -0.040
S 2.295 -0.581 2.362 0.784 -0.068 -0.034 0.600
O 2.131 -1.530 3.434 0.153 -0.074 0.077 -0.279
O 2.219 0.821 2.672 -0.289 0.167 -0.003 -0.269
N 1.297 -0.895 1.153 0.872 0.117 0.575 -0.136
C 1.068 -2.202 0.813 0.428 -1.060 -0.364 -0.391
C 1.997 -3.255 0.973 -0.056 0.195 -0.007 -0.001
C 1.669 -4.510 0.520 -0.003 -0.018 0.003 -0.070
C 0.441 -4.720 -0.103 0.005 -0.010 -0.034 -0.082
C -0.407 -3.638 -0.214 -0.035 -0.029 -0.052 -0.145
N -0.124 -2.423 0.245 0.340 0.073 0.039 0.098
H 8.296 -0.141 -0.262 0.025 -0.023 -0.004 0.072
H 8.709 -1.205 1.096 0.027 0.000 -0.035 0.074
H 8.542 0.530 1.351 0.042 -0.007 -0.026 0.082
H 5.997 0.605 -0.597 0.007 -0.018 -0.010 0.110
H 3.593 0.424 0.000 0.039 0.009 -0.014 0.113
H 4.607 -1.783 3.494 0.057 0.001 -0.012 0.116
H 7.025 -1.623 2.907 0.002 -0.005 -0.002 0.111
H 2.950 -3.058 1.442 -0.001 -0.120 0.003 0.095
H 2.365 -5.331 0.640 0.030 0.031 0.008 0.104
H 0.161 -5.690 -0.490 -0.029 0.018 -0.005 0.093
H -1.371 -3.741 -0.701 -0.039 -0.020 0.028 0.104



# 3
37
Properties=species:S:1:pos:R:3:forces:R:3:lowdin_charge:R:1 method="wB97M-V/def2-TZVPD" de_lowest_kj_mol=554.4 fmax_ev_per_a=7.2 homo_lumo_gap_ev=10.266 lumo_ha=-0.1268 total_charge=+1 energy_ev=-24965.2848
O -2.347 3.518 -1.441 -3.125 -0.597 4.977 0.003
H -2.467 2.600 -1.138 0.352 0.707 -0.725 0.036
H -1.874 3.603 -2.184 2.692 -0.035 -4.361 -0.036
O -0.168 1.868 3.267 0.134 -0.761 1.172 -0.013
H -0.119 1.839 4.245 0.006 0.068 -0.668 0.120
H 1.875 3.056 2.082 -3.253 1.764 -0.697 0.200
O -3.757 -1.144 -0.869 5.372 1.657 -0.116 0.015
H -0.370 -0.810 -3.846 1.488 -5.398 1.929 -0.036
O 1.229 -2.945 -2.248 4.570 -5.579 -0.592 0.058
H 0.657 -3.299 -2.837 -3.094 -1.037 -2.445 0.010
H 1.095 -2.189 -1.855 -1.775 6.232 2.801 -0.091
O -0.617 0.474 -1.508 1.064 2.369 -2.811 -0.054
H -0.172 0.924 -2.360 -1.436 -2.004 2.256 0.169
H -0.492 1.396 -0.526 0.098 0.631 1.088 0.102
O 2.699 -0.981 2.708 1.355 -3.448 -3.155 0.047
H 2.526 -1.484 3.459 -0.317 -0.790 2.322 0.028
H 2.472 -0.121 2.784 -1.161 4.066 0.891 -0.018
O 0.946 3.518 1.809 3.439 -1.857 -1.301 0.006
H 0.252 3.016 2.290 0.903 0.425 1.194 0.001
H -0.547 -0.506 -1.568 0.280 0.928 0.735 0.076
O -0.498 2.123 0.406 1.554 0.319 -2.425 -0.036
H -0.484 1.426 1.024 -0.087 -1.626 1.602 0.022
H -1.060 2.129 3.075 -1.261 -0.056 0.164 0.074
O -0.631 -0.035 -4.159 1.638 5.025 -3.140 0.065
H 0.530 2.780 0.800 -1.432 0.180 -0.086 0.171
H -1.477 0.170 -3.899 -3.121 0.317 0.828 0.014
O -0.039 -2.557 2.156 0.177 -0.621 1.402 -0.044
H 0.793 -2.106 2.353 0.051 -0.184 0.318 0.020
H 0.184 -3.491 2.060 -0.141 0.018 0.054 0.089
O 0.124 -1.334 0.125 2.141 0.176 -0.321 -0.081
H 0.951 -1.748 0.506 -1.231 0.772 -1.314 0.058
H -0.409 -1.437 0.910 -0.922 -0.345 0.055 0.013
O 3.235 -1.597 -1.361 -0.757 -1.519 3.963 -0.105
H 3.006 -2.027 -0.415 1.060 1.869 -2.918 0.104
H 3.230 -2.435 -1.832 0.062 -0.052 -0.789 0.017
H -3.926 -0.493 -1.510 -1.542 0.565 -0.895 0.015
H -4.350 -1.702 -0.508 -3.780 -2.179 1.004 -0.020



# 4
43
Properties=species:S:1:pos:R:3:forces:R:3:mulliken_spin:R:1 method="wB97M-V/def2-TZVPD" de_lowest_kj_mol=681.4 spin_multiplicity=2 s_squared=0.752 fmax_ev_per_a=6.3 homo_lumo_gap_ev="4.269 / 1.877" lumo_ha="-0.0751 / -0.1635" energy_ev=-59689.6256
Ag 7.694 26.749 -26.347 -0.223 -0.576 -0.627 0.002
Cl 8.946 29.551 -23.184 -0.019 -0.036 -0.041 1.000
Cl 6.905 23.678 -29.327 0.116 0.468 0.489 -0.002
C 2.991 28.729 -24.183 0.892 -0.657 -3.777 0.000
O 3.604 27.972 -24.911 0.918 -0.824 -0.100 0.000
N 2.871 28.603 -22.902 0.085 -1.172 4.866 0.000
N 2.385 29.800 -24.661 -1.936 2.826 -0.126 0.000
H 3.425 27.888 -22.451 -0.300 0.051 -0.166 0.000
H 2.187 29.076 -22.328 0.278 -0.061 -0.298 0.000
H 1.894 30.329 -23.954 -0.035 0.418 -0.710 0.000
H 2.330 30.102 -25.623 0.215 -0.580 0.311 0.000
C 4.741 22.125 -23.731 0.567 1.246 0.354 0.000
O 5.586 22.966 -23.919 0.989 1.072 -0.121 0.000
N 4.408 21.198 -24.567 0.466 -2.461 -3.816 0.000
N 3.973 22.040 -22.681 -1.942 0.838 4.502 0.000
H 3.643 20.560 -24.400 0.349 0.317 -0.662 0.000
H 4.858 21.393 -25.450 -0.445 -0.980 -0.446 0.000
H 3.428 21.211 -22.492 0.125 0.510 0.149 0.000
H 4.058 22.765 -21.983 -0.048 -0.450 0.037 0.000
C 6.687 31.302 -29.568 0.194 -1.823 1.393 0.000
O 6.797 30.311 -28.908 0.545 -2.224 1.421 0.000
N 7.357 32.394 -29.394 3.074 4.199 1.339 0.000
N 5.868 31.456 -30.551 -4.290 0.527 -4.567 0.000
H 8.084 32.456 -28.695 -0.298 -0.078 -0.192 0.000
H 7.253 33.151 -30.055 0.418 -0.193 0.344 0.000
H 5.263 30.742 -30.931 0.332 -0.155 0.599 0.000
H 5.544 32.394 -30.737 0.054 -0.313 -0.235 0.000
C 12.694 27.175 -30.222 -4.005 -0.554 2.562 0.000
O 11.778 27.510 -29.461 0.580 0.780 0.044 0.000
N 13.416 27.969 -30.928 2.321 3.554 -2.024 0.000
N 12.910 25.908 -30.435 0.959 -3.462 -0.417 0.000
H 13.168 28.946 -30.863 0.441 -0.179 -0.246 0.000
H 14.164 27.628 -31.514 -0.243 0.481 0.155 0.000
H 13.485 25.637 -31.219 -0.359 -0.492 0.370 0.000
H 12.289 25.275 -29.951 0.253 -0.102 -0.373 0.000
C 11.893 22.386 -24.912 -0.145 2.504 0.465 0.000
O 11.242 23.411 -25.011 -0.103 0.055 -0.211 0.000
N 13.209 22.330 -24.739 2.687 0.839 0.148 0.000
N 11.438 21.160 -24.891 -2.711 -3.638 0.184 0.000
H 13.606 21.411 -24.605 0.572 0.800 -0.035 0.000
H 13.720 23.192 -24.613 0.070 -0.464 -0.078 0.000
H 10.455 21.046 -24.690 0.053 0.019 -0.281 0.000
H 12.029 20.472 -24.446 -0.448 -0.028 -0.183 0.000